<w>
The following is a DFT calculation (ωB97M-V/def2-TZVPD) of a cluster of 7 separate species, C5H24O7 in total.

The geometry in XYZ format:
```
36
C5H24O7 | OMol25 | ωB97M-V/def2-TZVPD
C -1.67618 1.60853 1.82594
O -0.67454 1.79281 0.83356
H -1.18807 1.15991 2.69409
H -2.05548 2.57543 2.18105
H -2.53129 1.00638 1.50508
H -0.96019 2.43495 0.17926
C 2.86744 -1.96481 -1.68754
O 2.81215 -3.19850 -2.35705
H 3.83947 -1.83686 -1.22051
H 2.64236 -1.12003 -2.34954
H 2.12794 -1.86209 -0.88502
H 1.90898 -3.47481 -2.51287
C 1.95992 2.54441 2.71145
O 1.33622 2.99024 3.92626
H 1.67642 1.54082 2.41456
H 1.72101 3.23583 1.89871
H 3.04177 2.60227 2.88318
H 1.33451 3.94772 3.91827
C -0.98454 -1.64868 0.23021
O 0.24969 -0.95959 0.42612
H -0.88556 -2.66792 0.58844
H -1.79070 -1.07264 0.68461
H -1.16707 -1.63295 -0.85173
H 0.10766 -0.03205 0.67240
C 1.31215 1.87879 -2.14365
O 1.29947 1.89565 -3.57265
H 0.97598 2.82380 -1.71774
H 0.86441 0.95117 -1.77471
H 2.37094 1.76732 -1.88025
H 0.49502 2.30998 -3.89390
O -2.62773 -5.63975 0.05252
H -2.99127 -4.77693 0.27916
H -3.34705 -6.09887 -0.39598
O -4.30363 -0.12498 -0.74766
H -3.56443 0.11617 -1.31813
H -4.19579 -1.07071 -0.59591
```

Properties
gap between HOMO and LUMO	9.9162	eV
M	196.24	Da
2S+1	1
charge	0
SMILES	CO.CO.CO.CO.CO.O.O

<x>
The following is a DFT calculation (ωB97M-V/def2-TZVPD) of a cluster of 7 separate species, C5H24O7 in total.

The geometry in XYZ format:
```
36
C5H24O7 | OMol25 | ωB97M-V/def2-TZVPD
O 10.53415 -40.86080 19.61896
H 10.25862 -41.24775 20.34731
H 10.46889 -41.42583 18.93081
H 11.47435 -40.92783 19.61207
O 13.13704 -41.29956 19.30114
H 13.82854 -41.76516 19.03222
C 15.47647 -43.53719 21.00731
O 14.46319 -42.67609 21.46915
H 15.80736 -43.08661 20.02888
H 15.12107 -44.55046 20.83422
H 16.30783 -43.47511 21.65998
H 14.24751 -41.86231 20.87966
C 14.08036 -39.36404 22.39295
O 12.90920 -39.36849 21.56190
H 14.93437 -38.68192 22.06171
H 14.49748 -40.30118 22.41780
H 13.65284 -39.18264 23.17912
H 13.11887 -39.86959 20.73145
C 12.55753 -37.93973 18.34161
O 12.50407 -39.18843 17.68284
H 12.06519 -37.95232 19.46326
H 11.84277 -37.11810 17.75129
H 13.52921 -37.61326 18.29635
H 12.89430 -39.99085 18.18927
C 16.06430 -39.14623 19.13692
O 15.74564 -40.31358 19.88529
H 15.93379 -38.11686 19.79352
H 15.56539 -39.26134 18.41355
H 17.22004 -39.09572 18.87404
H 14.77720 -40.52843 19.71699
C 13.17475 -44.34490 17.98012
O 12.78334 -43.91084 19.25435
H 12.39596 -44.32478 17.17869
H 13.68363 -45.29079 17.96515
H 13.93827 -43.66004 17.77202
H 13.05139 -42.95941 19.64771
```

Properties
gap between HOMO and LUMO	9.0406	eV
M	196.24	Da
2S+1	1
charge	0

<y>
The following is a DFT calculation (ωB97M-V/def2-TZVPD) of a cluster of 7 separate species, C5H24O7 in total.

The geometry in XYZ format:
```
36
C5H24O7 | OMol25 | ωB97M-V/def2-TZVPD
C -3.58033 -0.79330 0.34313
O -4.42818 -1.16141 -0.77231
H -4.14330 -0.12554 0.99526
H -3.44101 -1.64349 1.01086
H -2.58352 -0.41647 0.11408
H -4.70538 -0.27778 -1.02521
C -1.00577 -0.94575 -3.45185
O 0.09996 -0.34729 -2.81282
H -1.46611 -0.16674 -4.05958
H -0.68118 -1.85698 -3.95424
H -1.66706 -1.37290 -2.69798
H 0.79013 -0.27073 -3.47569
C 3.23300 -0.29329 1.69253
O 4.04400 -0.46499 2.87469
H 2.70332 0.65935 1.69491
H 3.80926 -0.37226 0.77069
H 2.56844 -1.15127 1.59089
H 3.37451 -0.40614 3.56021
C 1.76287 3.04653 -0.65081
O 2.34515 1.86109 -1.12154
H 1.42427 3.78642 -1.37607
H 0.89598 2.93423 0.00034
H 2.49395 3.50207 0.01711
H 1.84933 1.10793 -0.79212
C -1.07466 1.63774 1.89675
O -0.31861 0.55438 2.40914
H -1.01607 2.33594 2.73173
H -0.61846 2.04464 0.99431
H -2.11870 1.35905 1.75389
H 0.00308 0.08692 1.63479
O 0.35302 -3.43378 0.05612
H 0.65084 -3.52174 0.96155
H -0.52599 -3.81269 0.05473
O 0.35902 -0.40714 -0.05959
H 0.21133 -0.32366 -1.00164
H 0.40291 -1.35096 0.09374
```

Properties
gap between HOMO and LUMO	10.1432	eV
M	196.24	Da
2S+1	1
charge	0
SMILES	CO.CO.CO.CO.CO.O.O

Least stable structure: <x>

<w>
The following is a DFT calculation (ωB97M-V/def2-TZVPD) of a cluster of 2 separate species, C2H7N4S in total.

The geometry in XYZ format:
```
14
C2H7N4S | OMol25 | ωB97M-V/def2-TZVPD
C 0.66732 0.89361 0.09106
C 0.98679 -0.56146 0.22793
N -0.43208 1.08939 1.01531
N 0.15276 -1.13114 1.11184
N 2.03372 -1.30622 -0.09835
N -0.57173 -0.09639 1.46723
S -2.42482 0.06008 -1.40314
H 0.29389 1.35220 -0.96711
H 1.58333 1.45629 0.33925
H 1.82252 -2.22983 0.00520
H 2.60825 -1.03470 -0.89845
H -1.91649 1.20352 -1.79632
H -1.23024 -0.18272 2.22993
H -3.57322 0.48737 -1.32439
```

Properties
gap between HOMO and LUMO	7.7723	eV
M	119.17	Da
2S+1	1
charge	+1

<x>
The following is a DFT calculation (ωB97M-V/def2-TZVPD) of a structure of composition C2H7N4S.

The geometry in XYZ format:
```
14
C2H7N4S | OMol25 | ωB97M-V/def2-TZVPD
C -1.70466 0.23338 -0.31703
C 2.15259 1.64650 0.33354
N -0.70013 -0.31903 -0.11916
N 0.24301 -1.15175 -0.09499
N 0.06550 -2.51863 0.11228
N -2.67730 0.97044 -0.04011
S 2.07680 0.05913 -0.21659
H 2.36466 1.79093 1.33003
H 1.75890 2.48138 -0.19418
H 0.30045 -3.12349 -0.66547
H 0.58888 -2.76995 0.94275
H -3.56860 1.05357 -0.52888
H -2.63648 1.39541 0.87989
H 1.73638 0.25211 -1.42207
```

Properties
gap between HOMO and LUMO	8.0730	eV
M	119.17	Da
2S+1	1
charge	+1

Least stable structure: <x>

<w>
The following is a DFT calculation (ωB97M-V/def2-TZVPD) of a cluster of 2 separate species, Cl2H2NOP in total.

The geometry in XYZ format:
```
7
Cl2H2NOP | OMol25 | ωB97M-V/def2-TZVPD
N 1.85820 -0.45815 -0.61104
O -1.07083 0.13769 1.86410
P -0.89033 -0.02195 0.42451
Cl -1.59342 1.61074 -0.48176
Cl -2.01528 -1.47445 -0.20694
H 1.70407 0.27038 -1.29638
H 2.00760 -0.06427 0.30751
```

Properties
gap between HOMO and LUMO	6.7630	eV
M	133.90	Da
2S+1	1
charge	0

<x>
The following is a DFT calculation (ωB97M-V/def2-TZVPD) of a cluster of 2 separate species, Cl2H2NOP in total.

The geometry in XYZ format:
```
7
Cl2H2NOP | OMol25 | ωB97M-V/def2-TZVPD
N 0.70848 -1.36666 -1.90878
O 0.71971 0.88946 0.71086
P -0.56029 -0.13884 0.43085
Cl -1.84557 1.37172 0.30213
Cl -1.06924 -0.89049 2.26030
H 0.42285 -0.49837 -2.43291
H 1.62405 0.63318 0.63755
```

Properties
gap between HOMO and LUMO (alpha / beta)	8.4492 / 8.4308	eV
M	133.90	Da
2S+1	1
charge	0

Least stable structure: <x>

<w>
The following is a DFT calculation (ωB97M-V/def2-TZVPD) of the ion C4H11N2S with charge -2.

The geometry in XYZ format:
```
18
C4H11N2S | OMol25 | ωB97M-V/def2-TZVPD
N -0.84499 -0.29495 -1.28822
C 0.09786 -0.05390 -0.18445
C 1.02201 1.14863 -0.26892
S 2.01617 1.16503 -1.85339
C -0.68954 0.01617 1.13128
N -1.04158 -1.28042 1.74120
C -2.31026 -1.62598 2.42071
H -0.77943 -1.22914 -1.66875
H -0.34480 0.26040 -2.00390
H 0.76980 -0.90614 -0.01564
H 1.70360 0.99380 0.56719
H 0.53887 2.11277 -0.10691
H -0.21196 0.59742 1.93970
H -1.57168 0.66919 0.97505
H -0.79886 -2.01251 1.08426
H -3.14570 -1.77067 1.71430
H -2.10869 -2.62467 2.85970
H -2.53491 -0.82920 3.13063
```

Properties
gap between HOMO and LUMO (alpha / beta)	1.8532 / 6.1417	eV
M	119.21	Da
2S+1	2
charge	-2

<x>
The following is a DFT calculation (ωB97M-V/def2-TZVPD) of a cluster of 2 separate species, C4H11N2S in total.

The geometry in XYZ format:
```
18
C4H11N2S | OMol25 | ωB97M-V/def2-TZVPD
C 1.89025 1.61865 0.05075
N 0.56170 1.35570 0.53185
C 0.29209 1.19527 1.83702
N -0.70981 0.55720 2.32047
H 1.87840 2.35334 -0.75249
H 2.53290 2.04648 0.83593
H 2.39400 0.71256 -0.31368
H 0.02740 0.87624 -0.24267
H 1.04835 1.66316 2.47844
H -0.74728 0.64597 3.32976
C -1.51012 -1.81350 -0.54870
C -0.85044 -1.61934 -1.91985
S -0.40937 0.11355 -2.24968
H -2.26803 -1.03726 -0.43795
H -0.76951 -1.65869 0.23865
H -1.94250 -2.81515 -0.42647
H -1.47520 -1.95533 -2.75408
H 0.05717 -2.23885 -1.97731
```

Properties
gap between HOMO and LUMO (alpha / beta)	2.1864 / 6.3567	eV
M	119.21	Da
2S+1	2
charge	-2

Least stable structure: <w>